1.
A structure of composition C28H25N8O2STc. Source: OMol25; level of theory: wB97M-V/def2-TZVPD.

Calculated values
Total charge ... +1
HOMO level (spin up / spin down) ... -10.38 / -10.47 eV
Frontier orbital gap (spin up / spin down) ... 5.918 / 6.309 eV
Calculated total energy ... -2149.37311 Eh
Multiplicity ... 2

CARTESIAN COORDINATES (ANGSTROEM)
Tc1 0.39 0.70 0.01
O1 2.31 4.15 -1.28
C1 2.11 2.97 -1.16
N1 0.84 2.39 -1.00
C2 -0.26 3.14 -1.41
C3 -0.27 4.07 -2.46
C4 -1.45 4.70 -2.78
C5 -2.62 4.43 -2.05
C6 -2.63 3.51 -1.03
C7 -1.44 2.85 -0.71
N2 -1.21 1.90 0.29
C8 -2.14 1.67 1.28
O2 -3.22 2.18 1.42
C9 -1.67 0.64 2.27
C10 -2.45 0.35 3.37
C11 -2.04 -0.65 4.23
C12 -0.87 -1.33 3.93
C13 -0.15 -0.97 2.81
N3 -0.52 0.02 1.99
C14 3.22 1.99 -1.30
C15 4.49 2.41 -1.65
C16 5.44 1.45 -1.97
C17 5.06 0.12 -1.95
C18 3.77 -0.21 -1.55
N4 2.87 0.72 -1.21
H1 0.62 4.27 -3.03
H2 -1.47 5.40 -3.60
H3 -3.54 4.94 -2.31
H4 -3.54 3.28 -0.50
H5 -3.36 0.91 3.50
H6 -2.62 -0.89 5.11
H7 -0.52 -2.14 4.56
H8 0.76 -1.49 2.57
H9 4.70 3.48 -1.68
H10 6.44 1.74 -2.26
H11 5.74 -0.67 -2.25
H12 3.46 -1.24 -1.50
C19 -3.31 -3.41 0.70
C20 -3.32 -2.15 -0.10
C21 -4.50 -1.46 -0.35
C22 -4.42 -0.35 -1.16
N5 -3.27 0.08 -1.69
C23 -2.18 -0.61 -1.37
S1 -0.64 -0.04 -2.07
N6 -2.15 -1.71 -0.59
H13 -3.77 -4.22 0.13
H14 -3.89 -3.30 1.62
H15 -2.29 -3.70 0.95
H16 -5.45 -1.80 0.05
H17 -5.30 0.23 -1.41
C24 1.46 -4.75 -0.51
C25 1.67 -3.37 0.02
C26 2.54 -2.89 0.99
C27 2.29 -1.52 1.09
N7 1.33 -1.18 0.22
N8 0.99 -2.32 -0.42
C28 2.94 -0.51 1.98
H18 2.06 -5.46 0.07
H19 1.76 -4.82 -1.55
H20 0.41 -5.04 -0.44
H21 3.25 -3.47 1.56
H22 0.20 -2.28 -1.06
H23 3.17 -0.94 2.95
H24 2.28 0.35 2.13
H25 3.87 -0.14 1.55

=====

2.
A structure of composition C28H26AlN7S2. Source: OMol25; level of theory: wB97M-V/def2-TZVPD.

Calculated values
Total charge ... +2
HOMO level ... -12.78 eV
Frontier orbital gap ... 7.143 eV
Calculated total energy ... -2504.40945 Eh

CARTESIAN COORDINATES (ANGSTROEM)
Al1 -1.03 0.23 0.00
C1 2.89 -3.99 3.52
C2 2.38 -2.92 2.61
C3 2.82 -2.81 1.29
C4 2.32 -1.85 0.43
C5 1.37 -0.92 0.86
N1 0.78 -0.01 -0.05
C6 1.64 0.67 -0.93
C7 2.88 1.15 -0.51
C8 3.71 1.86 -1.35
C9 3.32 2.18 -2.66
C10 4.20 3.01 -3.55
C11 2.09 1.72 -3.08
C12 1.28 0.96 -2.24
N2 0.04 0.48 -2.77
C13 -0.25 0.21 -4.05
C14 -1.60 -0.10 -4.13
C15 -2.06 0.01 -2.83
N3 -1.06 0.35 -2.00
C16 0.97 -1.00 2.18
C17 1.43 -2.00 3.04
N4 0.07 -0.03 2.72
C18 0.04 0.44 3.98
C19 -1.04 1.29 4.09
C20 -1.62 1.29 2.83
N5 -0.94 0.49 1.99
H1 3.75 -4.50 3.09
H2 2.12 -4.75 3.71
H3 3.19 -3.59 4.49
H4 3.57 -3.51 0.92
H5 2.66 -1.81 -0.60
H6 3.20 0.94 0.51
H7 4.67 2.21 -0.98
H8 5.25 2.78 -3.38
H9 4.06 4.07 -3.34
H10 3.98 2.84 -4.60
H11 1.75 1.97 -4.08
H12 0.51 0.25 -4.81
H13 -2.15 -0.38 -5.01
H14 -3.05 -0.18 -2.44
H15 1.06 -2.06 4.05
H16 0.78 0.15 4.69
H17 -1.35 1.85 4.96
H18 -2.48 1.84 2.49
C21 -1.07 -3.33 0.04
C22 -2.31 -2.53 0.20
N6 -2.37 -1.21 0.13
C23 -3.66 -0.73 0.29
C24 -4.59 -1.70 0.49
S1 -3.83 -3.23 0.49
C25 -3.81 0.72 0.18
C26 -4.90 1.52 0.16
S2 -4.43 3.15 -0.07
C27 -2.80 2.71 -0.15
N7 -2.62 1.41 0.01
C28 -1.69 3.67 -0.38
H19 -0.21 -2.69 -0.09
H20 -1.15 -3.99 -0.83
H21 -0.91 -3.96 0.91
H22 -5.65 -1.59 0.64
H23 -5.94 1.24 0.26
H24 -2.03 4.70 -0.33
H25 -1.25 3.50 -1.37
H26 -0.91 3.53 0.38

=====

3.
A structure of composition C28H26AuN3O8. Source: OMol25; level of theory: wB97M-V/def2-TZVPD.

Calculated values
Total charge ... 0
HOMO level (spin up / spin down) ... -7.77 / -7.79 eV
Frontier orbital gap (spin up / spin down) ... 7.171 / 5.012 eV
Calculated total energy ... -1984.35514 Eh
Energy relative to the best compared isomer or geometry (same formula, charge and spin) ... 10.73 kcal per mole
Multiplicity ... 3

CARTESIAN COORDINATES (ANGSTROEM)
Au1 -0.38 -0.55 0.84
O1 2.77 -1.64 4.97
C1 3.13 -0.37 4.78
C2 4.32 0.07 5.37
C3 4.74 1.37 5.23
C4 3.97 2.28 4.51
C5 2.80 1.87 3.91
C6 2.37 0.54 4.03
C7 1.14 0.16 3.33
O2 0.53 0.93 2.57
N1 0.66 -1.09 3.60
N2 -0.32 -1.51 2.87
C8 -0.96 -2.61 3.10
C9 -2.18 -2.97 2.48
C10 -2.81 -4.17 2.89
C11 -4.05 -4.53 2.44
C12 -4.75 -3.68 1.57
C13 -4.17 -2.53 1.13
C14 -2.86 -2.13 1.53
O3 -2.40 -1.04 1.03
H1 1.91 -1.78 4.51
H2 4.90 -0.65 5.93
H3 5.67 1.69 5.68
H4 4.29 3.31 4.43
H5 2.19 2.55 3.34
H6 -0.60 -3.28 3.89
H7 -2.28 -4.81 3.58
H8 -4.50 -5.46 2.77
H9 -5.74 -3.95 1.24
H10 -4.68 -1.86 0.45
O4 -0.67 -0.38 -1.43
C15 -1.52 -0.95 -2.12
C16 -1.23 -2.18 -2.93
C17 -1.28 -1.71 -4.41
C18 -0.99 -0.21 -4.62
C19 -2.19 0.74 -4.46
C20 -2.64 0.93 -3.00
N3 -2.73 -0.38 -2.39
H11 -1.96 -2.97 -2.76
H12 -0.24 -2.56 -2.67
H13 -2.26 -1.94 -4.84
H14 -0.54 -2.28 -4.97
H15 -0.62 -0.09 -5.64
H16 -0.18 0.11 -3.95
H17 -3.03 0.35 -5.04
H18 -1.92 1.72 -4.87
H19 -3.61 1.43 -2.95
H20 -1.91 1.51 -2.43
H21 -3.36 -0.98 -2.90
O5 3.68 -0.03 -0.21
C21 2.48 0.18 -0.12
O6 1.69 -0.59 0.53
C22 1.94 1.41 -0.82
C23 0.87 2.13 -0.33
C24 0.42 3.29 -0.96
C25 1.10 3.69 -2.08
O7 0.89 4.79 -2.87
C26 1.95 4.81 -3.80
O8 2.69 3.61 -3.69
C27 2.19 2.98 -2.58
C28 2.64 1.83 -1.96
H22 0.39 1.82 0.59
H23 -0.41 3.86 -0.58
H24 2.61 5.67 -3.58
H25 1.56 4.92 -4.82
H26 3.49 1.28 -2.32

=====

4.
A structure of composition C28H26CaCl2N6O3. Source: OMol25; level of theory: wB97M-V/def2-TZVPD.

Calculated values
Total charge ... 0
HOMO level ... -6.77 eV
Frontier orbital gap ... 6.534 eV
Calculated total energy ... -3235.08599 Eh
Energy relative to the best compared isomer or geometry (same formula, charge and spin) ... 2.06 kcal per mole

CARTESIAN COORDINATES (ANGSTROEM)
Ca1 0.28 0.99 0.03
Cl1 -6.24 1.90 2.49
C1 -4.52 1.71 2.43
C2 -3.91 1.59 1.20
C3 -2.52 1.44 1.09
N1 -1.84 1.40 -0.13
C4 -2.43 1.14 -1.29
O1 -3.57 0.72 -1.52
C5 -1.53 1.44 -2.47
C6 -2.04 1.25 -3.76
C7 -1.31 1.70 -4.84
C8 -0.08 2.32 -4.61
C9 0.37 2.42 -3.30
N2 -0.33 1.98 -2.26
C10 -1.73 1.42 2.27
C11 -2.38 1.55 3.50
C12 -3.76 1.69 3.59
Cl2 -4.49 1.83 5.15
N3 -0.36 1.26 2.10
C13 0.50 1.13 3.12
O2 0.30 1.14 4.34
C14 1.93 0.88 2.67
C15 2.87 0.58 3.65
C16 4.18 0.36 3.28
C17 4.51 0.44 1.93
C18 3.51 0.73 1.02
N4 2.24 0.94 1.38
H1 -4.51 1.61 0.30
H2 -3.01 0.80 -3.87
H3 -1.68 1.60 -5.85
H4 0.51 2.71 -5.42
H5 1.33 2.87 -3.08
H6 -1.80 1.53 4.41
H7 2.54 0.55 4.68
H8 4.94 0.13 4.02
H9 5.53 0.29 1.59
H10 3.72 0.79 -0.04
C19 -1.17 -1.77 3.06
C20 -0.64 -1.88 1.66
C21 0.71 -2.16 1.43
C22 1.19 -2.40 0.15
C23 2.63 -2.77 -0.07
C24 0.29 -2.38 -0.91
C25 -1.05 -2.09 -0.73
C26 -2.03 -2.18 -1.87
C27 -1.51 -1.82 0.57
H11 -1.33 -2.77 3.47
H12 -2.13 -1.24 3.08
H13 -0.48 -1.24 3.71
H14 1.39 -2.21 2.28
H15 2.74 -3.85 -0.14
H16 3.26 -2.42 0.75
H17 3.00 -2.33 -1.00
H18 0.66 -2.63 -1.91
H19 -2.81 -1.43 -1.79
H20 -2.52 -3.16 -1.86
H21 -1.53 -2.07 -2.84
H22 -2.56 -1.62 0.73
N5 3.48 -0.04 -3.24
C28 2.22 -0.14 -2.73
N6 1.30 -0.73 -3.53
O3 1.95 0.26 -1.59
H23 3.67 -0.23 -4.21
H24 4.16 0.47 -2.72
H25 1.54 -1.16 -4.40
H26 0.37 -0.85 -3.16

=====

5.
A structure of composition C28H26CeClF2N6O4. Source: OMol25; level of theory: wB97M-V/def2-TZVPD.

Calculated values
Total charge ... +1
HOMO level (spin up / spin down) ... -11.10 / -11.10 eV
Frontier orbital gap (spin up / spin down) ... 6.392 / 6.385 eV
Calculated total energy ... -2847.02321 Eh
Energy relative to the best compared isomer or geometry (same formula, charge and spin) ... 37.30 kcal per mole

CARTESIAN COORDINATES (ANGSTROEM)
Ce1 -0.24 -0.88 0.30
N1 -3.09 -0.82 0.02
C1 -3.03 -1.89 -0.99
C2 -1.81 -2.78 -0.63
O1 -1.95 -3.61 0.28
N2 -0.73 -2.53 -1.36
C3 0.32 -3.53 -1.19
C4 1.50 -3.11 -0.27
O2 2.63 -3.47 -0.58
O3 1.21 -2.42 0.76
H1 -3.28 -1.28 0.92
H2 -3.87 -0.19 -0.16
H3 -2.91 -1.46 -1.99
H4 -3.93 -2.53 -0.98
H5 0.74 -3.79 -2.17
H6 -0.10 -4.44 -0.73
F1 -1.56 -3.41 5.34
C5 -1.59 -2.23 4.68
C6 -1.21 -2.16 3.35
C7 -1.22 -0.94 2.64
C8 -1.68 0.20 3.37
C9 -2.03 0.08 4.72
F2 -2.40 1.16 5.47
C10 -1.99 -1.11 5.39
C11 -1.72 1.48 2.64
C12 -2.35 2.63 3.15
C13 -2.22 3.84 2.48
C14 -1.51 3.88 1.30
C15 -1.01 2.68 0.81
N3 -1.11 1.52 1.45
H7 -0.92 -3.08 2.85
H8 -2.26 -1.17 6.44
H9 -2.93 2.61 4.05
H10 -2.66 4.73 2.89
H11 -1.35 4.80 0.75
H12 -0.48 2.65 -0.13
C16 3.00 2.52 1.77
C17 2.73 1.25 1.00
O4 1.59 0.91 0.67
N4 3.80 0.52 0.68
C18 3.67 -0.81 0.10
C19 3.20 -0.82 -1.34
C20 4.13 -0.96 -2.36
C21 3.70 -1.10 -3.67
C22 2.33 -1.11 -3.91
C23 1.47 -0.95 -2.83
N5 1.89 -0.78 -1.58
H13 2.23 2.63 2.52
H14 2.95 3.37 1.10
H15 3.98 2.50 2.25
H16 4.73 0.81 0.95
H17 2.92 -1.37 0.69
H18 4.62 -1.32 0.16
H19 5.18 -1.00 -2.13
H20 4.41 -1.23 -4.47
H21 1.94 -1.26 -4.90
H22 0.40 -1.00 -2.97
Cl1 1.32 2.80 -4.63
C24 -0.05 2.18 -3.81
C25 -1.31 2.25 -4.39
C26 -2.38 1.76 -3.65
C27 -2.14 1.21 -2.41
N6 -0.92 1.09 -1.87
C28 0.10 1.60 -2.55
H23 -1.45 2.68 -5.37
H24 -3.38 1.81 -4.05
H25 -2.95 0.85 -1.80
H26 1.07 1.56 -2.08

=====

6.
A structure of composition C28H26CuNO7PS2. Source: OMol25; level of theory: wB97M-V/def2-TZVPD.

Calculated values
Total charge ... -1
HOMO level ... -4.81 eV
Frontier orbital gap ... 7.399 eV
Calculated total energy ... -4442.38975 Eh
Energy relative to the best compared isomer or geometry (same formula, charge and spin) ... 12.78 kcal per mole

CARTESIAN COORDINATES (ANGSTROEM)
Cu1 0.45 -2.11 -2.03
O1 4.11 -3.16 -2.14
S1 2.91 -2.65 -1.55
O2 1.78 -3.62 -1.57
O3 2.50 -1.33 -2.04
C1 3.25 -2.41 0.19
C2 4.49 -2.87 0.64
C3 4.85 -2.70 1.97
C4 3.99 -2.06 2.84
C5 2.76 -1.60 2.38
C6 2.36 -1.77 1.06
P1 0.68 -1.19 0.50
C7 0.58 0.48 1.24
C8 -0.64 1.02 1.60
C9 -0.76 2.37 1.91
C10 0.35 3.20 1.85
C11 1.58 2.67 1.48
C12 1.69 1.32 1.16
C13 -0.38 -2.22 1.60
C14 -1.00 -3.33 1.04
C15 -1.77 -4.17 1.82
C16 -1.96 -3.91 3.17
C17 -1.35 -2.79 3.74
C18 -0.57 -1.96 2.96
H1 5.15 -3.35 -0.07
H2 5.81 -3.06 2.31
H3 4.27 -1.91 3.88
H4 2.10 -1.09 3.07
H5 -1.53 0.41 1.61
H6 -1.73 2.78 2.15
H7 0.26 4.25 2.08
H8 2.46 3.31 1.42
H9 2.65 0.93 0.84
H10 -0.86 -3.53 -0.02
H11 -2.24 -5.03 1.37
H12 -2.57 -4.56 3.77
H13 -1.49 -2.57 4.79
H14 -0.11 -1.09 3.41
C19 1.96 4.28 -1.50
C20 0.58 3.70 -1.41
C21 -0.55 4.51 -1.48
C22 -1.82 3.98 -1.38
C23 -1.98 2.61 -1.19
C24 -0.86 1.79 -1.11
C25 0.41 2.34 -1.23
S2 -3.61 1.94 -1.00
O4 -4.48 2.82 -1.73
O5 -3.81 1.71 0.41
N1 -3.67 0.49 -1.71
C26 -3.50 0.39 -3.17
C27 -3.14 -1.04 -3.55
C28 -1.84 -1.51 -2.94
O6 -0.91 -1.90 -3.68
O7 -1.73 -1.43 -1.68
H15 2.00 5.13 -2.18
H16 2.68 3.54 -1.85
H17 2.30 4.63 -0.52
H18 -0.43 5.58 -1.62
H19 -2.70 4.61 -1.46
H20 -0.97 0.72 -0.97
H21 1.27 1.68 -1.20
H22 -3.11 -0.22 -1.23
H23 -2.73 1.09 -3.53
H24 -4.44 0.66 -3.65
H25 -3.06 -1.11 -4.64
H26 -3.94 -1.71 -3.21

=====

7.
A structure of composition C28H26N10O2RhS2. Source: OMol25; level of theory: wB97M-V/def2-TZVPD.

Calculated values
Total charge ... +1
HOMO level (spin up / spin down) ... -9.47 / -9.95 eV
Frontier orbital gap (spin up / spin down) ... 6.790 / 4.209 eV
Calculated total energy ... -2687.27794 Eh
Energy relative to the best compared isomer or geometry (same formula, charge and spin) ... 0.00 kcal per mole
Multiplicity ... 5

CARTESIAN COORDINATES (ANGSTROEM)
Rh1 -1.06 0.12 0.07
C1 2.69 0.47 4.15
C2 1.37 0.83 4.51
C3 0.30 0.42 3.73
C4 0.54 -0.32 2.56
C5 1.84 -0.66 2.20
C6 2.89 -0.34 3.04
N1 -0.54 -0.78 1.78
C7 -1.53 -1.54 2.29
C8 -1.42 -2.30 3.47
C9 -2.53 -3.02 3.88
C10 -3.76 -2.94 3.20
C11 -3.88 -2.24 1.99
C12 -2.74 -1.59 1.54
N2 -2.75 -0.74 0.50
N3 -3.86 -0.64 -0.16
C13 -3.68 0.23 -1.22
C14 -4.77 0.61 -2.04
C15 -4.47 1.47 -3.08
C16 -3.19 2.02 -3.22
C17 -2.19 1.59 -2.35
N4 -2.43 0.72 -1.36
H1 3.55 0.79 4.74
H2 1.17 1.43 5.44
H3 -0.71 0.68 3.99
H4 1.94 -1.24 1.28
H5 3.93 -0.70 2.84
H6 -0.45 -2.41 3.95
H7 -2.47 -3.62 4.79
H8 -4.62 -3.49 3.65
H9 -4.81 -2.19 1.46
H10 -5.79 0.17 -1.85
H11 -5.31 1.66 -3.76
H12 -2.97 2.75 -3.98
H13 -1.14 1.92 -2.42
N5 6.57 -0.18 -3.98
C18 5.51 0.31 -3.28
C19 4.45 0.87 -4.02
C20 3.32 1.30 -3.34
C21 3.28 1.21 -1.96
C22 4.37 0.72 -1.19
C23 5.45 0.22 -1.88
S1 1.83 1.67 -1.14
O1 1.21 2.74 -1.89
O2 2.23 1.82 0.24
N6 0.74 0.45 -1.25
C24 0.95 -0.91 -1.31
N7 -0.26 -1.51 -1.07
C25 -0.33 -2.85 -1.05
C26 0.81 -3.61 -1.31
C27 2.00 -2.89 -1.56
N8 2.08 -1.58 -1.54
H14 6.40 -0.43 -4.96
H15 7.13 -0.89 -3.52
H16 4.46 0.96 -5.09
H17 2.49 1.74 -3.90
H18 4.34 0.75 -0.08
H19 6.28 -0.15 -1.28
H20 -1.31 -3.23 -0.84
H21 0.78 -4.69 -1.34
H22 2.93 -3.44 -1.80
N9 -3.44 2.58 2.13
C28 -2.71 2.94 1.05
N10 -3.29 3.66 0.07
S2 -1.05 2.50 0.97
H23 -4.46 2.71 2.17
H24 -3.01 1.95 2.81
H25 -4.23 4.02 0.13
H26 -2.66 4.16 -0.57

=====

For reference, max |F| by record: 0.040 0.003 0.044 0.052 0.084 0.021 0.058 Eh/bohr.